Record 1
A molecular structure, C21H40Cl3N4O3PmSSi, computed with ωB97M-V/def2-TZVPD.

Its LUMO energy (alpha / beta) is -0.348 / -0.348 eV. The calculation puts the energy above the lowest of the compared OMol25 structures with the same formula, charge and spin at 3.416 eV. The maximum force is 4.55 eV/A. As for the expectation value of S²: 6.00. The value obtained for the orbital gap (alpha / beta) is 0.2168 / 0.2168 hartree. For the total energy, the calculation gives -107369.212 eV. The multiplicity is 5.

```
74
Properties=species:S:1:pos:R:3:forces:R:3
H 0.76428 5.62143 1.85983 -0.1958 0.1175 -0.1665
Cl 2.91002 -0.17875 4.43029 -0.2487 0.0578 0.0269
C 1.87009 1.82844 -4.31175 -0.4371 -0.1778 -0.2208
H -2.34225 0.95213 0.14931 0.1020 -0.1404 0.0247
H -1.56032 -0.38642 0.99915 -0.1718 -0.0064 0.3022
C -1.65872 -4.86837 3.74962 -0.0479 -0.0855 0.3594
C -1.55435 -3.67360 1.53701 -0.0938 -0.0772 -0.1832
H -0.64739 -3.43804 0.97370 -0.2279 -0.0190 0.1312
N -1.31298 -3.67162 2.98318 0.3283 0.3542 0.2882
Cl -0.75711 -2.11286 -1.25392 0.1237 -2.7949 0.8392
C 0.23008 2.36342 -6.01372 0.2216 -0.0167 0.2102
H 0.24336 2.31435 -1.05973 -0.1259 0.1347 -0.1143
C -0.03045 -0.03974 6.89397 0.4200 0.1425 0.4417
H -0.42943 2.17988 -2.71283 -0.0337 0.2411 0.2126
H -2.32616 -2.93524 1.28185 0.3151 -0.1387 0.0366
C -2.17580 3.93191 1.69906 -0.0194 -0.2558 -0.3056
H 2.74664 0.17663 -2.64309 -0.1874 -0.0266 -0.0890
H -0.35380 -0.72622 -4.67374 -0.0775 0.4396 0.1168
H -1.39311 -1.19375 7.91321 0.1816 0.2205 -0.1654
C 1.38893 2.69414 -5.29548 -0.0085 -0.1737 0.0593
H 1.45783 -1.62045 -5.28245 0.1522 -0.0040 0.3669
H -1.52762 2.46613 -1.32900 0.0538 0.0159 -0.1517
C 0.09205 0.25934 -4.80877 0.0773 0.5887 -0.2172
H 2.27891 -2.05019 -1.13571 0.0540 -0.2179 -0.2191
C 1.97555 -1.69708 -3.21770 -0.1742 0.0028 -1.1467
C -0.60896 1.95172 -1.65379 0.2088 -0.0999 -0.2713
H -0.81139 6.15665 1.16951 0.1853 -0.1262 0.1412
Si -0.70311 -0.04123 -1.37758 0.2054 4.2781 -1.5418
H -2.68297 4.87885 1.49722 0.0860 -0.1455 0.0945
O 1.03158 -0.08129 -1.62933 -0.4384 -0.3445 -0.8891
N -0.77192 4.22480 1.99614 0.2591 -0.4379 0.3800
H 1.68458 0.37204 7.94261 0.0059 0.0174 -0.1537
H -2.08240 0.58131 -3.46909 -0.0883 0.0695 0.2929
C -0.72588 -2.63859 3.54760 0.2250 0.2827 -0.8929
H 0.14906 -1.08769 8.64068 -0.2007 0.1987 -0.0667
H 3.65965 -2.51397 -2.16727 -0.2245 0.0219 0.0193
C 2.55896 -2.49940 -2.09594 0.1397 -0.1831 0.2210
H 1.93193 3.62121 -5.50001 -0.2780 -0.2682 0.0126
O -0.26199 -1.66851 2.86055 -1.0513 -2.0878 0.8032
C 1.74261 -0.22063 -2.87486 -0.4098 -0.2583 0.3992
C 1.82593 -2.22237 -4.45264 0.2942 0.5398 0.6716
H -2.64220 3.43152 2.55229 0.1816 0.0970 -0.1501
H -0.16079 3.06050 -6.75485 0.0880 -0.2042 0.1250
H 2.21700 -3.54230 -2.13908 0.0582 0.2585 0.1375
H -2.18781 -4.59951 4.67069 0.0527 -0.0568 -0.2082
H 1.86977 -3.82900 -5.85797 0.0850 -0.0287 0.2490
H 1.84534 -4.38737 -4.17878 0.0836 0.1892 -0.0712
H -2.30641 -5.48423 3.12216 0.0640 0.1116 0.3004
H -0.76962 -5.45776 4.02131 -0.2155 0.2393 -0.2159
H 1.68454 0.83481 6.25588 -0.0253 -0.2556 0.3762
H 3.33286 -3.72985 -4.87964 -0.2338 0.0720 0.0902
H 0.22194 4.99422 0.28750 -0.2338 0.0073 0.2709
Cl 2.11615 1.23260 0.94836 0.2067 0.1891 0.1218
C 1.18950 0.63467 -4.02500 0.4868 -0.1617 0.0898
H -3.06873 0.11969 -2.05643 0.0892 0.0387 -0.1550
N -0.51963 -0.69174 7.99157 -0.0924 -0.1699 -0.4637
C 2.23806 -3.60819 -4.84696 -0.0113 -0.4569 -0.2307
H -2.35518 -1.12028 -3.08512 0.0207 0.0302 0.0724
C -1.37609 0.47416 0.34484 0.0528 -1.2159 0.7318
H -0.77468 1.22215 0.87993 0.0119 -0.0985 -0.4202
C -0.03083 3.38126 2.70644 -0.7368 -0.9211 -0.3874
H -1.27618 0.84678 -6.37056 0.1718 0.1248 0.0849
H -0.65183 -2.62812 4.64336 0.0641 -0.0420 -0.2557
C -0.11645 5.31996 1.28310 0.2417 0.0025 -0.0335
H 2.78935 2.04733 -3.75944 -0.4001 0.0840 -0.1411
Pm 0.83219 0.22460 2.87062 0.2981 1.2115 -0.0788
O -0.42457 2.22381 3.05764 0.5788 1.5168 -0.0341
C -0.40300 1.13968 -5.78950 0.4074 -0.2587 0.4506
H -1.91844 -4.67077 1.28594 0.1267 0.2155 -0.1873
H -2.26873 3.28592 0.81386 0.1041 0.1726 0.2253
S -0.89346 0.17033 5.44408 0.0406 -0.2842 0.7156
C -2.17365 -0.13555 -2.64737 -0.0465 -0.0113 0.0131
N 1.18071 0.50163 7.07846 -0.2708 0.0046 -0.4880
H 0.97696 3.73063 2.96654 -0.1465 -0.0370 -0.1901
```
Positions in Å, forces in eV/Å.



Record 2
A gas-phase ion, C3H4NS (charge +1), computed with ωB97M-V/def2-TZVPD.

Its LUMO energy (alpha / beta) is -7.034 / -7.035 eV. The calculation puts the energy above the lowest of the compared OMol25 structures with the same formula, charge and spin at 2.469 eV. As for the total charge: +1. The maximum force is 3.62 eV/A. The value obtained for the orbital gap (alpha / beta) is 0.2737 / 0.2737 hartree. For the total energy, the calculation gives -15490.267 eV.

```
9
Properties=species:S:1:pos:R:3:forces:R:3
H 1.38733 0.99952 0.76592 2.3198 1.5269 -0.7623
N -0.33813 0.56994 -0.31995 0.2329 -0.1438 2.0165
H 0.22982 0.56744 1.77835 -1.3169 -0.1433 0.3664
C 0.10381 -1.66224 -0.71735 0.0576 -0.9599 0.2336
H -0.59065 1.52641 -0.45026 -1.1376 0.5606 -0.5831
S 1.18640 -1.37353 0.45135 -0.8239 1.1564 0.2795
C -0.78652 -0.52901 -0.81974 -2.2156 0.6665 -2.7793
C 0.56424 0.38696 0.77341 0.9947 -2.4071 0.0905
H -1.75630 -0.48548 -1.46173 1.8890 -0.2563 1.1382
```
Positions in Å, forces in eV/Å.



Record 3
A gas-phase ion, C5H9N2 (charge +1), computed with ωB97M-V/def2-TZVPD.

Its LUMO energy (alpha / beta) is -5.908 / -5.910 eV. The calculation puts the energy above the lowest of the compared OMol25 structures with the same formula, charge and spin at 5.823 eV. As for the total charge: +1. The maximum force is 8.47 eV/A. The value obtained for the orbital gap (alpha / beta) is 0.2632 / 0.2631 hartree. For the total energy, the calculation gives -8299.909 eV.

```
16
Properties=species:S:1:pos:R:3:forces:R:3
H 1.59132 0.42693 0.72066 -1.6160 0.2987 -0.7403
H 1.63212 -0.25040 -0.85848 -0.8408 0.6861 -0.1365
C -0.27536 2.36007 -0.41723 2.0441 -0.5204 1.8774
N -0.15647 0.93072 -0.65200 -4.3526 -2.9920 0.9863
N 0.28576 -1.20636 0.27809 3.5832 -1.4444 3.2129
C 1.03087 -2.15727 0.87840 -2.7369 0.3925 -2.5827
H 0.77580 -3.21770 0.73124 -0.6968 0.6463 0.6159
H 0.50726 2.76017 -1.02053 0.2450 0.9582 -0.4296
H -1.20500 2.68060 -0.65701 -2.7844 0.7618 -1.9317
H -0.27082 2.84485 0.59159 0.8843 -1.2348 0.0313
C -1.60044 -0.11496 -0.41158 8.3069 1.2567 1.1019
C -1.05514 -1.21777 0.12619 -2.2699 1.3866 -2.3037
H 1.98153 -2.01234 1.30396 1.1655 0.9561 0.0023
C 0.86892 0.10644 -0.11877 2.6042 -0.4506 0.5345
H -2.51193 0.15571 -0.74959 -2.7210 0.9705 -0.8596
H -1.59843 -2.08869 0.25505 -0.8146 -1.6713 0.6216
```
Positions in Å, forces in eV/Å.



Record 4
C5H12N2O in the gas phase, computed with ωB97M-V/def2-TZVPD.

Its LUMO energy is 0.630 eV. The calculation puts the energy above the lowest of the compared OMol25 structures with the same formula, charge and spin at 5.042 eV. The maximum force is 2.06 eV/A. The value obtained for the orbital gap is 0.2186 hartree. For the total energy, the calculation gives -10403.382 eV.

```
20
Properties=species:S:1:pos:R:3:forces:R:3
C 0.50068 0.60870 1.44623 0.0053 1.7983 1.0047
H -0.04136 -0.13311 2.00879 -0.1804 0.0889 -0.1399
H -1.31360 -0.95734 -1.34668 0.1148 0.1349 0.2826
H -1.41857 1.23648 -2.49207 -0.0466 0.0861 -0.0052
H -1.62065 -0.88810 0.41346 -0.1180 -0.2176 -0.1243
H 0.29691 1.52549 -2.15815 0.0102 0.0305 -0.1002
C -0.96403 -0.53356 -0.39259 0.7365 0.1776 0.6155
H 1.45521 -2.70126 0.71263 -0.0123 -0.0785 0.0683
H -0.91568 2.71504 -1.67410 -0.0872 0.0385 -0.1268
C -0.73339 1.64146 -1.74924 0.3534 0.0017 0.3041
H 0.02997 -3.12530 -0.27212 0.0408 -0.1063 -0.0891
C 0.43249 -2.42324 0.46359 -0.1227 0.4278 -0.1075
H 1.04878 -0.88850 -0.75291 -0.0918 -0.0500 0.1122
O 1.63969 0.97262 2.13105 -0.7804 -0.2128 -0.2065
H -0.19523 -2.51305 1.34906 0.0541 -0.0396 0.2067
N -0.09591 1.46297 0.59834 1.4502 -1.3824 -0.1309
N 0.39183 -1.04269 0.00634 -0.1503 -0.6661 -1.4568
H 0.49733 2.24423 0.29897 -0.2348 -0.1744 0.2330
C -0.93148 0.96078 -0.42786 -1.1337 0.0530 -0.1777
H 1.93699 1.83837 1.83728 0.1928 0.0905 -0.1622
```
Positions in Å, forces in eV/Å.